# 1
# C45H74Cl2NO21

7 unconnected molecules or ions with the total composition C45H74Cl2NO21 in a non-equilibrium geometry (ωB97M-V/def2-TZVPD, OMol25).

XYZ file:
```
143
Properties=species:S:1:pos:R:3:mulliken_charge:R:1
C -1.42 -0.44 0.94 0.417
C -1.21 0.70 0.65 -2.000
C -0.74 2.00 0.20 1.199
C -0.50 3.11 1.21 -1.261
C -0.46 4.41 0.30 3.017
C 0.97 4.75 -0.15 -1.863
C 1.29 4.35 -1.60 0.349
C 2.46 5.16 -2.20 -0.888
C 3.59 4.30 -2.81 -0.929
O 3.17 2.97 -3.12 -0.388
C 2.69 2.83 -4.38 0.089
O 2.77 1.80 -4.97 -0.437
C -1.22 5.52 1.10 -2.075
O -0.91 6.84 0.69 -0.162
C -1.31 7.08 -0.61 -0.111
C -0.37 7.37 -1.59 0.148
C -0.76 7.64 -2.90 -0.650
C -2.11 7.63 -3.26 -0.725
C -3.05 7.35 -2.27 -0.535
C -2.66 7.08 -0.96 -0.389
C -1.41 3.94 -0.77 -1.718
N -1.58 2.67 -0.83 0.362
C -2.46 1.97 -1.76 -0.187
Cl -4.13 2.61 -1.52 -0.115
C -2.02 2.16 -3.21 0.708
C -3.04 1.64 -4.24 -1.307
Cl -0.49 1.22 -3.34 -0.146
H -1.53 -1.47 1.19 0.672
H 0.21 1.84 -0.31 -0.029
H -1.34 3.23 1.90 0.514
H 0.39 2.92 1.80 0.413
H 1.64 4.17 0.50 0.223
H 1.20 5.79 0.07 0.724
H 0.42 4.51 -2.25 0.048
H 1.50 3.28 -1.62 0.737
H 2.05 5.85 -2.94 0.285
H 2.89 5.80 -1.42 0.528
H 4.45 4.27 -2.15 0.361
H 3.94 4.79 -3.72 0.478
H 2.21 3.73 -4.81 0.365
H -2.30 5.35 1.08 0.237
H -0.90 5.43 2.14 0.622
H 0.69 7.41 -1.37 0.675
H -0.01 7.87 -3.64 0.456
H -2.42 7.86 -4.27 0.468
H -4.09 7.35 -2.54 0.442
H -3.42 6.89 -0.22 0.453
H -1.95 4.53 -1.50 0.822
H -2.50 0.91 -1.51 -0.251
H -1.81 3.21 -3.38 0.284
H -3.84 1.06 -3.78 0.255
H -3.46 2.49 -4.77 0.370
H -2.55 0.99 -4.96 0.404
C 2.43 3.26 -7.78 -0.949
C 1.02 2.98 -8.25 -0.162
O 0.34 4.19 -8.63 -0.341
C 0.66 4.67 -9.83 0.754
O 1.42 4.16 -10.61 -0.543
O -0.03 5.79 -10.03 -0.343
C 0.25 6.44 -11.27 -0.644
H 2.42 4.01 -6.99 0.152
H 2.89 2.35 -7.40 0.327
H 3.04 3.65 -8.59 0.398
H 0.42 2.57 -7.43 0.223
H 1.00 2.27 -9.07 0.340
H 0.13 5.76 -12.11 0.302
H 1.26 6.85 -11.26 0.295
H -0.47 7.25 -11.36 0.223
C -6.88 -3.00 -3.21 -1.138
C -6.55 -1.85 -2.28 -0.112
O -5.41 -2.14 -1.46 -0.401
C -4.23 -2.01 -2.05 0.915
O -4.03 -1.64 -3.18 -0.588
O -3.28 -2.35 -1.17 -0.275
C -1.96 -2.33 -1.70 -0.902
H -7.00 -3.93 -2.64 0.295
H -7.80 -2.80 -3.75 0.389
H -6.08 -3.16 -3.94 0.304
H -7.37 -1.69 -1.58 0.322
H -6.39 -0.93 -2.83 0.247
H -1.74 -1.39 -2.19 0.225
H -1.81 -3.16 -2.40 0.433
H -1.28 -2.47 -0.86 0.314
C 1.04 -8.34 0.50 -1.053
C -0.28 -9.07 0.42 -0.250
O -1.39 -8.23 0.80 -0.331
C -1.80 -7.36 -0.12 0.702
O -1.35 -7.23 -1.23 -0.565
O -2.80 -6.65 0.40 -0.343
C -3.30 -5.64 -0.47 -0.527
H 1.17 -7.91 1.49 0.196
H 1.86 -9.02 0.30 0.379
H 1.08 -7.52 -0.23 0.330
H -0.30 -9.90 1.12 0.322
H -0.46 -9.48 -0.58 0.352
H -3.58 -6.06 -1.43 0.336
H -2.56 -4.85 -0.60 0.167
H -4.19 -5.22 0.01 0.258
C -0.84 -7.09 4.64 -1.045
C -1.39 -8.50 4.66 -0.185
O -0.34 -9.48 4.75 -0.362
C 0.17 -9.65 5.97 0.780
O -0.18 -9.08 6.97 -0.563
O 1.14 -10.56 5.88 -0.346
C 1.82 -10.82 7.11 -0.522
H -0.09 -6.99 3.85 0.174
H -1.64 -6.37 4.47 0.345
H -0.35 -6.85 5.59 0.378
H -1.90 -8.71 3.72 0.270
H -2.11 -8.64 5.47 0.356
H 1.12 -11.07 7.91 0.311
H 2.42 -9.95 7.39 0.183
H 2.48 -11.66 6.93 0.223
C 0.68 9.25 2.41 -0.905
C 0.49 8.26 3.54 -0.055
O 0.56 8.90 4.82 -0.400
C -0.54 9.55 5.18 0.748
O -1.57 9.60 4.56 -0.560
O -0.32 10.13 6.36 -0.346
C -1.41 10.91 6.86 -0.633
H 1.61 9.80 2.55 0.371
H 0.72 8.73 1.45 0.082
H -0.13 9.97 2.38 0.300
H 1.30 7.53 3.54 0.373
H -0.45 7.71 3.45 0.210
H -2.33 10.33 6.88 0.298
H -1.54 11.80 6.25 0.297
H -1.14 11.19 7.87 0.225
C 8.86 -10.68 7.51 -1.097
C 7.51 -11.35 7.35 -0.185
O 6.44 -10.50 7.78 -0.357
C 6.08 -9.56 6.91 0.792
O 6.54 -9.38 5.82 -0.551
O 5.09 -8.84 7.46 -0.348
C 4.65 -7.75 6.67 -0.724
H 8.99 -10.33 8.53 0.296
H 9.66 -11.37 7.27 0.355
H 8.94 -9.82 6.85 0.309
H 7.45 -12.23 7.99 0.291
H 7.34 -11.68 6.32 0.315
H 4.38 -8.08 5.66 0.312
H 5.42 -6.98 6.62 0.361
H 3.77 -7.35 7.16 0.234
```

Its charge is +1. The calculated total energy comes out at -117390.2617 eV. The value obtained for the max |F| is 1.8 eV/Å. For the frontier orbital gap, the calculation gives 7.73 eV.

# 2
# C45H79N9O3

8 unconnected molecules or ions with the total composition C45H79N9O3 in a non-equilibrium geometry (ωB97M-V/def2-TZVPD, OMol25).

XYZ file:
```
136
Properties=species:S:1:pos:R:3:mulliken_charge:R:1
C 6.59 0.34 -0.70 -0.783
C 7.57 -0.90 -0.83 -0.315
O 7.22 -1.83 -1.86 -0.455
C 5.88 -2.34 -1.72 -0.347
C 5.50 -2.82 -0.26 -0.083
O 4.44 -3.78 -0.21 -0.401
C 3.17 -3.22 -0.56 -1.065
C 2.33 -2.71 0.71 2.523
C 0.87 -2.51 0.15 -0.841
N -0.12 -2.12 -0.34 -0.496
C 2.27 -3.80 1.88 -0.666
C 0.80 -4.25 2.16 0.360
N -0.28 -4.71 2.19 -0.555
C 2.88 -1.35 1.31 -1.435
C 1.85 -0.55 2.21 -0.812
C 1.64 0.92 1.58 -0.701
C 0.09 1.08 1.23 -0.916
C -0.12 2.08 0.00 0.213
C 0.49 1.39 -1.29 0.302
C -0.56 1.07 -2.43 -0.443
O -0.02 1.13 -3.77 -0.372
C 1.20 0.39 -3.88 -0.592
H 7.22 1.21 -0.32 0.376
H 5.79 0.20 0.09 0.117
H 6.17 0.69 -1.68 0.258
H 8.57 -0.46 -1.14 0.363
H 7.77 -1.39 0.18 0.202
H 5.77 -3.19 -2.46 0.348
H 5.18 -1.53 -2.12 0.191
H 6.42 -3.34 0.15 0.323
H 5.35 -1.91 0.38 0.046
H 2.56 -4.08 -0.99 0.405
H 3.20 -2.41 -1.34 0.324
H 2.60 -3.30 2.84 0.284
H 2.95 -4.68 1.73 0.437
H 3.77 -1.63 1.96 0.582
H 3.31 -0.76 0.45 0.342
H 2.38 -0.36 3.20 0.400
H 0.88 -1.08 2.41 0.533
H 2.29 1.09 0.68 0.290
H 1.95 1.69 2.35 0.509
H -0.40 1.50 2.16 0.381
H -0.38 0.09 0.98 0.309
H -1.20 2.38 -0.10 0.049
H 0.53 2.98 0.24 -0.254
H 0.97 0.41 -0.99 -0.316
H 1.33 2.03 -1.71 0.208
H -1.02 0.04 -2.33 0.250
H -1.42 1.81 -2.40 0.169
H 2.07 1.01 -3.51 0.192
H 1.45 0.08 -4.94 0.272
H 1.18 -0.54 -3.23 0.254
C -3.70 -5.23 -2.49 -1.339
C -3.00 -5.75 -1.24 -0.419
C -1.56 -5.25 -1.12 0.339
C -0.75 -5.72 -2.28 0.272
N -0.13 -6.08 -3.19 -0.580
H -3.21 -5.59 -3.40 0.349
H -4.73 -5.59 -2.52 0.389
H -3.72 -4.14 -2.51 0.300
H -3.02 -6.84 -1.25 0.011
H -3.57 -5.42 -0.36 0.435
H -1.11 -5.63 -0.20 0.143
H -1.53 -4.16 -1.08 0.002
C 2.30 7.10 -0.26 -1.014
C 0.99 6.69 -0.92 -0.726
C -0.15 6.52 0.09 0.693
C 0.19 5.46 1.07 0.389
N 0.46 4.62 1.83 -0.574
H 2.66 6.34 0.44 0.349
H 3.08 7.24 -1.01 0.373
H 2.18 8.04 0.29 0.159
H 1.14 5.76 -1.47 0.380
H 0.71 7.45 -1.65 0.348
H -1.07 6.25 -0.43 -0.056
H -0.33 7.46 0.62 -0.262
C -2.93 -9.12 2.68 -0.833
C -3.53 -10.24 1.84 -0.493
C -3.50 -9.94 0.34 -0.402
C -4.30 -8.71 0.06 0.315
N -4.91 -7.75 -0.16 -0.513
H -3.50 -8.20 2.58 0.383
H -2.94 -9.39 3.74 0.003
H -1.90 -8.92 2.40 0.316
H -4.56 -10.42 2.17 0.306
H -2.97 -11.16 2.03 0.334
H -3.92 -10.77 -0.22 0.319
H -2.47 -9.78 0.00 0.296
C -4.20 -6.76 7.95 -1.136
C -2.78 -7.29 7.91 -0.476
C -2.44 -7.98 6.58 -0.338
C -3.35 -9.15 6.37 0.254
N -4.05 -10.05 6.20 -0.489
H -4.94 -7.56 7.86 0.361
H -4.39 -6.25 8.90 0.326
H -4.38 -6.04 7.14 0.296
H -2.63 -7.99 8.74 0.296
H -2.08 -6.46 8.07 0.310
H -1.41 -8.34 6.60 0.333
H -2.55 -7.28 5.75 0.301
C -2.28 10.70 1.62 -1.167
C -1.61 10.21 2.90 -0.430
C -0.18 10.73 3.07 -0.446
C 0.66 10.26 1.94 0.285
N 1.32 9.89 1.05 -0.513
H -1.75 10.35 0.73 0.320
H -3.30 10.34 1.56 0.301
H -2.30 11.80 1.59 0.380
H -1.62 9.12 2.90 0.268
H -2.21 10.53 3.76 0.350
H 0.24 10.36 4.01 0.280
H -0.17 11.82 3.10 0.297
C 1.46 2.49 -7.20 -0.974
C 1.73 3.80 -7.91 -0.494
C 3.07 4.43 -7.50 -0.440
C 3.07 4.73 -6.04 0.277
N 3.06 4.95 -4.90 -0.425
H 1.37 2.63 -6.12 0.206
H 0.51 2.06 -7.54 0.359
H 2.25 1.76 -7.39 0.320
H 0.92 4.50 -7.71 0.298
H 1.74 3.63 -8.99 0.317
H 3.23 5.36 -8.05 0.291
H 3.90 3.76 -7.73 0.276
C -5.54 5.72 -1.79 -1.248
C -4.63 4.64 -1.25 -0.301
C -4.21 4.89 0.20 -0.368
C -3.46 6.17 0.31 0.348
N -2.87 7.18 0.39 -0.493
H -5.05 6.70 -1.81 0.352
H -5.84 5.49 -2.82 0.351
H -6.45 5.81 -1.19 0.300
H -3.74 4.57 -1.88 0.242
H -5.14 3.67 -1.31 0.353
H -3.56 4.08 0.55 0.168
H -5.08 4.93 0.86 0.371
```

The calculated total energy comes out at -67493.8835 eV. The value obtained for the max |F| is 2.3 eV/Å. For the frontier orbital gap, the calculation gives 9.75 eV.

Look up the max |F| of the first one.
1.8 eV/Å